Below is a cluster of 8 separate species, C37H62BN4O30S7 in total at a distorted geometry, with properties calculated with the ωB97M-V functional and the def2-TZVPD basis.

Cartesian coordinates (Å):
C  3.80187  4.99892  -0.42371
C  3.85756  3.79896  0.21896
C  2.80145  2.63633  0.01972
N  3.41785  1.41516  -0.54753
C  4.60197  0.93480  -0.01436
N  5.16198  1.16895  1.16485
N  5.11154  0.04575  -0.98454
C  6.56440  -0.00248  -1.20245
C  7.21343  1.33904  -1.67404
C  6.50687  2.56026  -2.02768
C  7.20097  3.77462  -2.50591
C  8.67093  3.82417  -2.61023
C  9.38907  2.60308  -2.21036
C  10.96361  2.59441  -2.24798
C  8.69574  1.38066  -1.77281
C  4.21249  -0.05146  -2.14483
C  2.98521  0.93312  -1.86625
C  1.61211  0.09434  -1.96343
C  0.73760  0.19367  -0.65292
C  -0.39623  1.29681  -0.70968
C  -1.53779  0.93814  -1.76357
N  -2.73088  1.78532  -1.60828
C  -3.92927  1.09934  -1.37905
C  -4.97384  2.10661  -1.27879
C  -4.31466  3.44450  -1.45742
C  -2.87753  3.16741  -1.64474
B  2.81790  1.96403  -3.09821
O  1.76159  2.92516  -3.05983
O  3.61967  1.98407  -4.26126
C  3.09333  1.09124  -5.28196
H  2.84588  5.45715  -0.76850
H  4.76202  5.55802  -0.54910
H  4.67905  3.64947  0.96497
H  1.88118  2.98246  -0.50753
H  2.46630  2.37120  1.07325
H  4.58430  1.31897  1.99747
H  6.16888  1.13250  1.30076
H  6.80206  -0.77702  -1.98157
H  7.10358  -0.30646  -0.25647
H  5.39836  2.62181  -1.94775
H  6.60787  4.68137  -2.79599
H  9.15652  4.75602  -2.97596
H  11.28926  2.56929  -3.31844
H  11.35376  3.52633  -1.74754
H  11.32225  1.66316  -1.73221
H  9.28820  0.47951  -1.48906
H  4.67243  -0.04814  -3.16735
H  3.85883  -1.12830  -2.07527
H  1.77416  -0.98640  -2.20452
H  0.98458  0.51252  -2.80776
H  1.34782  0.27132  0.29184
H  0.18972  -0.79333  -0.55674
H  -0.02298  2.31371  -1.00662
H  -0.81282  1.40552  0.33435
H  -1.09237  1.19169  -2.77198
H  -1.83896  -0.13220  -1.67160
H  -3.96224  -0.01054  -1.30793
H  -6.04754  1.89796  -1.08213
H  -4.82874  4.43068  -1.43297
H  -2.05719  3.89542  -1.81589
H  2.20869  3.74696  -3.35723
H  2.87006  1.71288  -6.19696
H  2.13604  0.62790  -4.92317
H  3.82130  0.30293  -5.60152
C  -6.00218  -4.05405  -2.68748
C  -5.73795  -4.19191  -1.20402
O  -4.30874  -4.20076  -1.08416
S  -3.67833  -3.27545  -2.24146
O  -3.40267  -1.98914  -1.69014
O  -2.69643  -4.03345  -2.94010
O  -4.99526  -3.15350  -3.16282
H  -5.87622  -5.00944  -3.20368
H  -6.99532  -3.66015  -2.89314
H  -6.16475  -5.10274  -0.78875
H  -6.11720  -3.33007  -0.65312
C  -1.26765  -0.12559  4.46975
C  -0.71929  -0.88313  3.27919
O  0.10788  0.06607  2.59593
S  0.76614  1.07016  3.67279
O  2.08711  0.60730  3.97064
O  0.49464  2.40729  3.26520
O  -0.18748  0.70474  4.91643
H  -2.09800  0.52217  4.17800
H  -1.59124  -0.79074  5.26766
H  -1.50532  -1.25522  2.62450
H  -0.08658  -1.71697  3.59565
C  -10.48753  -1.20854  -3.37781
C  -9.10680  -0.70121  -3.74844
O  -8.53126  -0.27015  -2.51323
S  -9.08925  -1.19795  -1.31527
O  -8.12489  -2.21574  -1.04811
O  -9.61186  -0.35578  -0.30038
O  -10.31725  -1.86893  -2.12015
H  -11.18861  -0.38251  -3.23684
H  -10.88655  -1.89862  -4.11952
H  -9.14208  0.11875  -4.46304
H  -8.48391  -1.50567  -4.14972
C  3.41385  -2.87318  4.35927
C  3.96013  -4.28584  4.26548
O  3.70658  -4.86220  5.54720
S  2.34530  -4.23212  6.15386
O  1.27345  -5.12699  5.88347
O  2.62332  -3.73618  7.45504
O  2.22364  -2.97897  5.13604
H  4.10879  -2.21694  4.88965
H  3.19290  -2.44994  3.37999
H  5.02409  -4.30737  4.03654
H  3.41644  -4.87098  3.51858
C  -2.44902  -7.83138  -4.90189
C  -1.27786  -7.07454  -4.30586
O  -0.96218  -7.77473  -3.10104
S  -1.28408  -9.34627  -3.30189
O  -0.07348  -10.01317  -3.63788
O  -2.12488  -9.77105  -2.23757
O  -2.17384  -9.20961  -4.64460
H  -3.38470  -7.57096  -4.40021
H  -2.55189  -7.65675  -5.97183
H  -1.52002  -6.03429  -4.09419
H  -0.40386  -7.11856  -4.96169
C  -4.34803  -0.79423  6.82821
C  -5.77242  -0.39079  7.15699
O  -6.13445  0.54444  6.13859
S  -5.38464  0.15463  4.76401
O  -6.28400  -0.59676  3.96041
O  -4.69531  1.30385  4.28487
O  -4.30075  -0.87172  5.39949
H  -3.63516  -0.03107  7.15210
H  -4.07823  -1.75208  7.27066
H  -5.85931  0.06186  8.14282
H  -6.45129  -1.24472  7.08838
C  0.83031  5.74218  2.93736
C  -0.67638  5.87149  3.05332
O  -0.88991  6.57211  4.28006
S  0.33643  7.59604  4.52755
O  -0.05845  8.88766  4.08251
O  0.86366  7.35889  5.82584
O  1.35363  6.97537  3.43367
H  1.20683  4.93361  3.56820
H  1.15263  5.57919  1.90932
H  -1.17688  4.90490  3.06925
H  -1.08542  6.47869  2.24103

Forces on the atoms, in the same order (eV/Å):
0.3149 -0.8301 0.6252
-0.6374 0.4691 -0.8898
0.0960 1.1668 3.1183
0.2133 1.3690 1.8457
-1.6501 -1.6735 -4.6417
-0.3765 0.2523 0.5871
0.9579 1.9328 1.1034
1.1117 0.2983 -0.0633
1.8609 2.0411 -0.7649
1.4460 0.1829 -0.2417
1.5729 -1.4720 0.4702
-2.5174 -2.4816 1.0074
-0.5293 -0.1920 0.1089
-1.1469 -0.0876 0.0294
-1.5615 2.1296 -0.5113
-1.0138 -2.1125 -0.0911
1.4931 -2.1576 -1.4311
-0.6018 0.5220 0.7750
-0.9287 -0.3631 -0.2067
-0.2275 -0.0477 0.2448
1.5074 1.2401 0.1236
-0.5743 -1.2007 0.4464
-1.6488 3.0350 0.0976
2.5679 0.1470 -0.3406
1.6403 -2.7506 0.0389
-3.2402 0.0588 0.2868
-0.4075 1.8018 -0.6363
2.0608 -0.4977 0.5961
-0.6653 -1.0622 1.1283
-0.4682 0.4020 -0.9321
0.9707 -0.7549 -0.5017
-1.2164 0.0357 0.7362
-0.4437 -0.2783 -1.3720
1.0914 -0.5792 0.0154
0.0089 0.1758 -1.1218
0.2713 0.2330 -0.6403
-0.4361 -0.2584 -0.2299
-0.4336 0.5710 0.8760
-0.7294 0.0878 -0.9253
0.9850 -0.1319 -0.1256
0.5591 -1.1089 0.3779
-0.2211 -1.0291 0.4219
-0.1051 0.0808 0.9377
-0.2694 -1.1009 -0.5354
-0.1262 1.0528 -0.4704
-0.4619 0.8925 -0.2975
0.0603 0.8878 1.1475
-0.0236 1.1689 -0.1697
0.2920 0.9831 0.2016
0.6908 -0.4536 0.8399
-0.4837 0.0632 -1.1068
0.5801 0.9879 -0.0436
-0.0712 -0.9291 0.3065
0.1806 -0.1774 -1.1308
-0.5293 -0.7501 0.8155
0.2089 0.9653 -0.2702
0.0522 1.4000 -0.1150
1.0911 0.2974 -0.2301
0.7144 -1.0019 -0.0448
-0.6560 -0.9790 0.1287
-0.8260 -0.4054 -0.3246
0.1185 -0.6799 0.9922
0.8027 0.1912 -0.5271
-0.4683 0.6581 0.6521
-0.2504 -0.6788 -0.0420
-0.6443 0.4807 0.2887
0.5745 0.1034 -0.8362
-1.0937 -0.5180 0.2518
0.4006 -0.4322 -0.3730
0.1093 0.3934 0.2491
0.6142 0.2631 0.5165
-0.0054 0.0247 0.0195
0.1876 0.2161 0.0131
0.3058 -0.0474 0.0005
-0.0610 -0.0853 -0.0672
-0.7555 0.0447 -0.2885
0.0279 -0.7186 0.4619
0.1667 0.7914 0.2128
-0.8293 -0.8412 0.5973
-0.2418 0.5840 -0.3195
0.5513 -0.1953 -0.1750
0.8802 0.0141 -0.6118
-0.0058 -0.0524 0.0471
0.2348 0.1302 0.0716
0.1148 0.2509 -0.1561
-0.0587 0.0047 0.0169
-0.2895 0.4965 -0.2631
0.0754 -0.4577 -0.3587
-0.4461 -0.1535 0.5121
-0.3374 0.2996 -0.4587
-0.3244 0.1896 0.1159
0.4218 -0.3138 -0.0831
0.7642 -0.0114 0.1343
0.0319 -0.0217 -0.0423
0.0417 -0.1375 0.2250
0.0948 0.1087 0.2413
-0.0519 0.0324 -0.0693
0.6173 0.2799 0.0293
-0.2993 -0.1378 -0.5184
-0.2933 0.6004 0.3331
0.2900 -0.1495 -0.1336
0.1237 0.3866 0.2150
-0.1863 -0.2774 -0.2707
-0.1334 -0.5717 0.0270
0.0025 -0.0057 -0.0561
-0.2228 -0.0210 0.1166
-0.0196 -0.0893 0.2748
0.0540 0.0505 -0.0363
-0.3522 0.3825 0.1517
0.2747 0.1553 -0.5380
-0.5108 -0.4633 0.0553
-0.0207 0.2517 -0.2201
-0.4057 -0.0379 0.1888
0.3920 0.0344 -0.1552
0.5669 0.0533 0.3049
0.0350 0.0453 -0.0230
0.0722 -0.2490 0.0323
-0.0006 -0.1265 0.2716
-0.0662 0.0103 -0.0398
0.2250 0.2916 0.4790
-0.1890 -0.5974 0.1447
0.6962 0.1207 -0.4555
-0.3645 -0.1336 0.5064
0.4603 0.2730 -0.0718
-0.1905 -0.3189 -0.0559
-0.5351 0.1616 -0.1986
-0.0444 -0.0158 0.0453
-0.0204 -0.0360 -0.2546
-0.0403 0.2084 -0.1866
0.0586 -0.0001 0.0619
0.0173 -0.5861 0.2124
-0.1012 0.1278 -0.5794
0.6893 0.0420 0.2523
-0.1868 -0.1795 -0.1877
0.2933 -0.2398 0.2600
-0.2305 0.2212 -0.2640
-0.5098 0.3205 0.0792
-0.0647 -0.0293 -0.0715
0.0743 0.2254 0.0568
-0.0078 0.0901 0.2593
0.0256 -0.0646 -0.0205

The calculation puts the HOMO energy at -9.48 eV. The HOMO-LUMO gap is 7.042 eV. For the total energy, the calculation gives -6734.99528 hartree. Its total charge is +1.

Löwdin atomic charge list, values in e, 6 entries:
1. C 0.016
2. C -0.140
3. C -0.112
4. N 0.022
5. C -0.253
6. N 0.241


Below is the molecule C4H7NO2 at a distorted geometry, with properties calculated with the ωB97M-V functional and the def2-TZVPD basis.

Cartesian coordinates (Å):
C  2.09247  -0.54915  0.93351
C  0.70790  0.00266  0.76509
O  0.11514  0.60277  1.64167
N  0.02885  -0.17830  -0.37051
C  -1.47868  0.31222  -0.11899
C  -1.80996  0.50945  -1.50928
O  -2.71599  -0.08122  -2.03896
H  2.10243  -1.26514  1.75320
H  2.52147  -1.03880  0.06453
H  2.72750  0.27832  1.22282
H  0.56906  -0.69393  -1.08369
H  -2.24406  -0.35052  0.34817
H  -1.51759  1.27743  0.41202
H  -1.09854  1.17421  -2.01959

Forces on the atoms, in the same order (eV/Å):
0.2293 0.0530 0.0290
-0.3693 0.3063 0.9931
1.0817 0.1143 1.6432
-1.0053 -0.0587 0.9595
1.2023 -0.5688 -0.8060
-1.2219 -0.2534 -1.1289
-0.0013 0.3489 -0.6427
-0.1570 0.0409 0.0539
-0.1019 0.0264 -0.2371
0.2281 0.1214 0.0714
-1.7564 0.3286 -0.0424
1.3494 -0.1494 -0.1278
0.7252 -0.5293 -0.2090
-0.2029 0.2199 -0.5563

The calculation puts the HOMO energy at -9.75 eV. The HOMO-LUMO gap is 10.465 eV. Its SMILES is CC(=O)NCC=O. For the total energy, the calculation gives -361.80736 hartree. For the relative energy (zero: lowest compared OMol25 entry of this formula, charge and spin), the calculation gives 2.000 eV.

Löwdin atomic charge list, values in e, 6 entries:
1. C 0.006
2. C -0.593
3. O 0.022
4. N 0.096
5. C -0.076
6. C -0.326


Below is the molecule C4H8N2S at a distorted geometry, with properties calculated with the ωB97M-V functional and the def2-TZVPD basis.

Cartesian coordinates (Å):
H  -2.62512  -1.53719  0.63784
N  -2.32655  -0.64990  0.21577
C  -1.13853  -0.59349  -0.16707
C  -0.57456  0.65482  -0.81318
C  0.56337  1.29058  -0.02446
C  1.54038  0.19402  0.56229
S  1.45263  -1.35288  -0.40620
N  -0.18899  -1.64308  -0.11553
H  -1.41530  1.31847  -0.94621
H  -0.23927  0.38373  -1.82350
H  0.23109  1.82638  0.84626
H  1.17675  1.95337  -0.62369
H  1.32349  0.00773  1.62290
H  2.58816  0.53194  0.45286
H  -0.36754  -2.38449  0.58192

Forces on the atoms, in the same order (eV/Å):
0.3712 0.2109 -0.2493
-1.3598 -0.1013 0.6755
1.8307 -0.3779 -0.7054
-0.4220 -0.1917 -0.3259
1.2072 -1.4052 0.5218
0.3659 0.4163 -0.6018
-0.0699 0.6810 0.4343
-0.8455 -0.7201 0.7577
-0.1486 0.3514 0.0664
0.1105 -0.0028 0.2533
-0.5019 0.4602 0.1824
-0.2308 0.2052 -0.3018
0.1152 -0.1657 -0.3396
-0.4476 -0.1181 0.2685
0.0255 0.7579 -0.6360

The calculation puts the HOMO energy at -8.58 eV. The HOMO-LUMO gap is 9.432 eV. Its SMILES is [H]/N=C1/CCCSN1. For the total energy, the calculation gives -664.89709 hartree. For the relative energy (zero: lowest compared OMol25 entry of this formula, charge and spin), the calculation gives 0.971 eV.

Löwdin atomic charge list, values in e, 6 entries:
1. H 0.054
2. N 0.127
3. C -0.523
4. C -0.177
5. C -0.222
6. C -0.448


Below is a structure of composition C20H43Cl4NOSi2 at a distorted geometry, with properties calculated with the ωB97M-V functional and the def2-TZVPD basis.

Cartesian coordinates (Å):
C  3.78631  -2.91931  -1.42153
C  4.38541  -4.10890  -0.68524
C  5.19592  -3.82166  0.59113
C  4.67063  -2.70843  1.51304
C  5.57992  -1.47948  1.63122
C  6.12201  -0.90091  0.31486
C  5.64153  0.52209  -0.03776
C  4.19046  0.82185  0.31909
C  3.65762  2.08573  -0.37768
C  3.87251  3.34247  0.46951
C  2.73209  3.65770  1.44159
C  1.51798  4.34417  0.81474
C  0.54409  3.41515  0.07497
C  -0.93095  3.84567  0.17139
C  -1.87732  2.65593  0.20225
C  -3.35408  3.05199  0.36396
Si  -4.36201  1.49827  0.57002
O  -5.99091  1.85285  0.74232
Si  -6.95058  0.69702  1.43046
N  -6.42421  -0.86463  0.97178
C  -7.12670  -1.68467  0.29667
C  -6.81815  -1.94334  -1.15628
C  -8.26827  -2.44938  0.91593
H  4.54811  -2.30861  -1.89966
H  3.16712  -2.28627  -0.79234
H  3.14453  -3.28487  -2.22318
H  5.05672  -4.60628  -1.38774
H  3.61206  -4.84127  -0.46110
H  5.20210  -4.74566  1.16784
H  6.24060  -3.62995  0.35095
H  4.59080  -3.12242  2.51877
H  3.65378  -2.41945  1.25085
H  6.42943  -1.77987  2.24608
H  5.06747  -0.71342  2.20745
H  7.20880  -0.87084  0.38106
H  5.89842  -1.54784  -0.52704
H  6.31549  1.25581  0.40275
H  5.74094  0.63706  -1.11901
H  3.55585  -0.03801  0.11124
H  4.13063  1.00738  1.39330
H  4.15839  2.20113  -1.33824
H  2.59880  1.94621  -0.57767
H  4.03906  4.21896  -0.15673
H  4.78103  3.20656  1.05872
H  2.42519  2.74589  1.95838
H  3.12744  4.32292  2.21039
H  0.96980  4.86157  1.60138
H  1.88229  5.10936  0.12900
H  0.63283  2.39818  0.45549
H  0.82049  3.38701  -0.97847
H  -1.18676  4.46537  -0.68621
H  -1.07290  4.42196  1.08472
H  -1.58983  1.98112  1.01245
H  -1.78213  2.07343  -0.71705
H  -3.47489  3.72918  1.20881
H  -3.68204  3.58830  -0.52758
H  -4.15186  0.65832  -0.62626
H  -3.90736  0.79631  1.79332
H  -8.33841  0.89376  0.96360
H  -6.89552  0.85250  2.89908
H  -7.09800  -1.04677  -1.70858
H  -7.35896  -2.78867  -1.56680
H  -5.74821  -2.09378  -1.26518
H  -9.10787  -1.76399  1.03822
H  -7.95869  -2.80217  1.89402
H  -8.58534  -3.29253  0.31082
C  -5.37065  -3.93618  -4.44871
Cl  -3.96711  -4.12597  -3.39529
Cl  -5.77904  -2.22269  -4.57571
Cl  -4.99790  -4.57131  -6.05237
Cl  -6.73799  -4.82963  -3.77416

Forces on the atoms, in the same order (eV/Å):
-0.1853 -0.2018 -0.2504
0.4161 0.0616 -0.1095
-0.2348 -0.0082 0.1640
0.0133 -0.0523 0.2561
0.2264 -0.2705 -0.0691
0.0108 0.4935 0.1590
-0.0317 -0.4448 -0.2726
0.1034 0.4903 0.1636
0.0761 -0.2066 0.1478
-0.1398 -0.0485 0.1562
0.1879 0.1515 -0.0696
-0.0246 -0.2945 -0.0280
-0.1764 0.3474 -0.1235
0.3581 -0.4118 -0.0362
-0.3646 0.0041 -0.0541
0.1562 -0.1899 -0.1271
-0.3472 0.4769 -0.0339
0.4189 -0.4278 0.0642
0.1959 -0.2478 0.6222
-0.9957 0.6386 -0.6301
0.6175 -0.3733 0.1608
-0.0087 -0.1509 0.2711
0.0924 0.0487 -0.1452
0.0760 0.1352 0.0623
0.0104 0.0993 0.1068
-0.0600 -0.0064 -0.0618
-0.0086 -0.1869 -0.0196
-0.2240 0.0691 0.0898
0.1075 -0.1305 -0.0100
0.0803 0.1135 -0.1341
-0.1158 0.0092 0.0966
-0.0553 0.0607 -0.1781
0.0818 -0.0178 0.0466
-0.0641 0.0867 0.0604
0.1121 -0.0303 -0.1235
-0.1075 -0.1849 0.0409
-0.0686 0.1815 0.1497
0.1129 0.0669 -0.0862
-0.0021 -0.1353 -0.1322
-0.1792 -0.1742 0.1216
-0.0221 -0.0326 -0.1527
-0.0941 0.1160 -0.1335
0.0158 0.0752 -0.1070
0.1813 0.0215 -0.0536
-0.0771 -0.0964 0.0567
0.0289 0.0426 0.0857
-0.0404 0.0485 0.1078
-0.0432 0.2033 -0.0097
0.0550 -0.1048 0.1358
0.0553 -0.2499 -0.0983
-0.0920 0.2956 0.0592
-0.1066 0.1809 0.0349
0.1058 0.0009 0.1126
0.1507 -0.0386 -0.0882
-0.0680 0.0254 0.1321
-0.0939 0.0964 -0.0503
0.0491 -0.0892 -0.0091
0.0387 -0.0909 -0.0368
-0.0114 0.0260 -0.0824
0.0449 0.1463 -0.0053
0.0578 0.0914 -0.0957
-0.0325 -0.1108 -0.0697
0.1233 0.0652 -0.1254
-0.1204 0.0537 0.0797
-0.0705 0.0445 0.1588
-0.0896 -0.0562 -0.0724
0.0288 0.0053 -0.0296
0.0040 -0.0019 0.0244
-0.0272 -0.0087 -0.0082
0.0176 -0.0034 -0.0152
-0.0281 0.0047 0.0105

The calculation puts the HOMO energy at -8.70 eV. The HOMO-LUMO gap is 8.822 eV. For the total energy, the calculation gives -3337.63703 hartree.

Löwdin atomic charge list, values in e, 6 entries:
1. C -0.116
2. C -0.252
3. C -0.209
4. C -0.207
5. C -0.201
6. C -0.194